Record 1
C19H38N2O5P | ωB97M-V/def2-TZVPD

Cartesian coordinates (Å):
C1 6.574 0.192 3.392
C2 7.389 0.961 2.186
C3 6.394 1.752 1.117
C4 5.265 0.724 0.511
C5 3.787 1.303 0.931
C6 3.402 2.516 -0.115
C7 1.758 2.769 -0.225
C8 1.197 3.863 0.870
C9 0.048 3.223 1.902
C10 -1.370 3.053 1.097
C11 -2.480 2.324 2.073
C12 -2.327 0.695 2.182
N1 -2.887 -0.323 3.153
C13 -2.433 -1.715 2.719
C14 -1.481 -1.571 1.365
C15 -0.736 -2.728 0.458
C16 0.297 -1.917 -0.574
O1 -0.046 -1.565 -1.825
N2 -1.500 -0.069 1.170
H1 7.297 -0.606 3.879
H2 6.246 0.980 4.225
H3 5.618 -0.388 3.046
H4 8.064 1.794 2.685
H5 8.150 0.234 1.626
H6 5.822 2.567 1.734
H7 7.070 2.268 0.312
H8 5.416 -0.395 0.873
H9 5.408 0.695 -0.671
H10 3.806 1.773 2.007
H11 3.026 0.402 0.899
H12 3.984 3.521 0.085
H13 3.737 2.136 -1.194
H14 1.243 1.712 -0.155
H15 1.599 3.248 -1.305
H16 2.081 4.361 1.455
H17 0.638 4.698 0.253
H18 -0.076 4.027 2.762
H19 0.424 2.233 2.400
H20 -1.816 4.131 0.843
H21 -1.205 2.526 0.065
H22 -2.433 2.832 3.142
H23 -3.538 2.523 1.560
H24 -3.502 -0.012 3.939
H25 -2.733 -2.724 3.267
H26 -1.542 -3.338 -0.133
H27 -0.052 -3.400 1.147
H28 1.352 -1.611 -0.162
H29 -0.983 0.381 0.382
C17 -2.835 -1.446 -2.706
O2 -3.911 -2.292 -2.344
P1 -5.267 -2.157 -3.409
O3 -6.137 -2.806 -2.326
O4 -4.622 -3.324 -4.386
C18 -4.121 -4.517 -3.811
O5 -6.624 -2.023 -4.475
C19 -7.521 -3.116 -4.587
H30 -2.011 -1.607 -2.007
H31 -2.494 -1.678 -3.718
H32 -3.152 -0.402 -2.651
H33 -4.574 -4.738 -2.842
H34 -3.038 -4.429 -3.695
H35 -4.327 -5.348 -4.490
H36 -8.088 -3.256 -3.665
H37 -6.992 -4.033 -4.855
H38 -8.236 -2.886 -5.386

Output
* gap between HOMO and LUMO: 6.65 eV
* HOMO: -11.49 eV
* charge: +1
* strongest force on any atom: 10.5 eV/Å
* calculated total energy: -42806.05511 eV
* LUMO energy: -4.84 eV
* energy above the lowest of the compared OMol25 structures with the same formula, charge and spin: 1348.1 kJ/mol

Atom-resolved charges from natural (NBO), all expressed in e: C -0.644; C -0.410; C -0.416; C -0.425; C -0.417; C -0.413; C -0.418; C -0.417; C -0.428; C -0.420; C -0.476; C 0.474; N -0.534; C -0.040; C 0.171; C -0.535; C 0.379; O -0.499; N -0.554; H 0.226; H 0.213; H 0.201; H 0.214; H 0.212; H 0.196; H 0.225; H 0.215; H 0.216; H 0.212; H 0.184; H 0.226; H 0.212; H 0.176; H 0.226; H 0.232; H 0.214; H 0.226; H 0.209; H 0.254; H 0.214; H 0.271; H 0.273; H 0.473; H 0.291; H 0.296; H 0.280; H 0.184; H 0.463; C -0.296; O -0.681; P 2.253; O -0.947; O -0.795; C -0.251; O -0.756; C -0.228; H 0.204; H 0.184; H 0.161; H 0.200; H 0.174; H 0.199; H 0.197; H 0.177; H 0.195



Record 2
C32H98N6O14 | ωB97M-V/def2-TZVPD

Cartesian coordinates (Å):
C1 -3.338 -5.410 1.508
O1 -3.995 -6.671 1.435
H1 -3.127 -5.007 0.517
H2 -3.892 -4.687 2.106
H3 -2.346 -5.561 1.933
H4 -3.584 -7.292 2.041
C2 3.479 4.245 1.118
O2 2.757 4.211 2.341
H5 3.391 3.304 0.575
H6 3.173 5.033 0.430
H7 4.539 4.426 1.298
H8 3.146 3.504 2.860
C3 1.096 3.670 8.280
O3 1.715 2.413 8.185
H9 0.431 3.778 9.138
H10 1.937 4.355 8.387
H11 0.614 3.956 7.345
H12 2.146 2.127 8.994
C4 -1.842 -5.768 -3.604
O4 -2.390 -4.512 -3.872
H13 -0.775 -5.785 -3.827
H14 -1.874 -6.070 -2.557
H15 -2.332 -6.530 -4.209
H16 -3.257 -4.461 -3.463
C5 2.526 -5.005 0.717
O5 3.381 -5.440 -0.291
H17 2.817 -4.007 1.045
H18 1.489 -4.930 0.386
H19 2.557 -5.722 1.537
H20 4.240 -5.668 0.072
C6 1.214 -2.976 7.043
O6 2.091 -3.829 6.309
H21 1.829 -2.341 7.681
H22 0.651 -2.296 6.404
H23 0.443 -3.545 7.562
H24 2.962 -3.429 6.256
C7 -3.281 1.656 8.041
O7 -3.721 2.580 9.023
H25 -2.801 0.818 8.546
H26 -4.112 1.406 7.381
H27 -2.502 2.069 7.398
H28 -4.513 2.239 9.445
C8 -5.768 -2.009 -1.848
O8 -6.030 -3.284 -2.492
H29 -4.983 -1.527 -2.431
H30 -6.698 -1.439 -1.836
H31 -5.412 -2.130 -0.825
H32 -6.892 -3.152 -2.893
C9 -1.500 -2.189 -8.496
C10 -1.080 -0.876 -7.761
C11 -2.247 0.085 -7.556
O9 -2.246 1.124 -8.595
C12 -1.337 2.165 -8.424
N1 -0.404 -1.191 -6.530
H33 -1.914 -2.961 -7.848
H34 -0.631 -2.560 -9.040
H35 -2.285 -1.946 -9.211
H36 -0.384 -0.324 -8.393
H37 -2.239 0.550 -6.571
H38 -3.188 -0.466 -7.551
H39 -1.540 2.639 -7.464
H40 -1.632 2.884 -9.189
H41 -0.282 1.894 -8.443
H42 -1.066 -1.784 -6.051
H43 0.422 -1.755 -6.669
C13 5.548 -0.175 3.534
C14 4.882 -0.194 4.864
C15 5.765 -0.828 6.001
O10 5.538 -2.263 6.049
C16 6.416 -2.836 7.051
N2 4.576 1.188 5.205
H44 5.872 -1.157 3.190
H45 6.380 0.523 3.438
H46 4.757 0.108 2.840
H47 3.984 -0.798 4.738
H48 5.452 -0.523 7.000
H49 6.789 -0.483 5.861
H50 6.455 -3.923 6.979
H51 5.978 -2.644 8.030
H52 7.445 -2.493 6.939
H53 5.415 1.692 5.454
H54 3.924 1.243 5.974
C17 -1.396 -0.726 3.335
C18 -0.319 0.240 2.862
C19 -0.104 0.249 1.326
O11 0.024 -1.083 0.809
C20 0.067 -1.197 -0.612
N3 -0.678 1.536 3.394
H55 -1.042 -1.749 3.206
H56 -2.309 -0.690 2.740
H57 -1.696 -0.582 4.373
H58 0.599 -0.169 3.283
H59 0.801 0.814 1.098
H60 -1.001 0.627 0.835
H61 -0.807 -0.712 -1.047
H62 0.062 -2.235 -0.944
H63 1.011 -0.819 -1.003
H64 0.117 2.055 3.049
H65 -0.489 1.508 4.386
C21 4.140 -0.840 -8.152
C22 5.053 -2.085 -8.147
C23 4.256 -3.374 -8.075
O12 3.423 -3.574 -6.973
C24 4.076 -3.823 -5.723
N4 5.801 -1.989 -9.381
H66 4.629 0.130 -8.246
H67 3.547 -0.739 -7.243
H68 3.462 -0.844 -9.005
H69 5.596 -2.091 -7.202
H70 4.929 -4.224 -8.189
H71 3.545 -3.449 -8.899
H72 3.299 -3.906 -4.963
H73 4.703 -3.014 -5.348
H74 4.772 -4.660 -5.776
H75 5.106 -2.054 -10.111
H76 6.232 -1.075 -9.395
C25 -5.451 2.141 1.106
C26 -5.337 3.292 2.116
C27 -5.590 2.906 3.549
O13 -6.931 2.534 3.786
C28 -7.255 2.235 5.160
N5 -3.980 3.847 2.054
H77 -6.426 1.669 1.225
H78 -4.764 1.317 1.299
H79 -5.296 2.487 0.084
H80 -5.813 4.215 1.786
H81 -5.285 3.778 4.128
H82 -5.040 2.008 3.830
H83 -8.281 1.886 5.281
H84 -7.093 3.062 5.851
H85 -6.737 1.335 5.491
H86 -3.286 3.187 2.373
H87 -3.980 4.484 2.837
C29 -0.496 6.734 -1.248
C30 -1.365 6.202 -2.417
C31 -0.803 4.850 -2.968
O14 0.599 4.892 -3.203
C32 1.258 3.695 -3.481
N6 -2.735 6.069 -1.965
H88 -0.730 7.791 -1.123
H89 0.578 6.701 -1.431
H90 -0.666 6.204 -0.311
H91 -1.389 7.018 -3.140
H92 -1.354 4.410 -3.799
H93 -1.000 4.166 -2.143
H94 2.315 3.909 -3.638
H95 0.854 3.330 -4.426
H96 1.066 3.017 -2.649
H97 -3.065 6.878 -1.458
H98 -2.717 5.260 -1.360

Output
* gap between HOMO and LUMO: 9.08 eV
* HOMO: -8.89 eV
* charge: 0
* strongest force on any atom: 2.4 eV/Å
* calculated total energy: -72368.67323 eV
* LUMO energy: 0.19 eV
* energy above the lowest of the compared OMol25 structures with the same formula, charge and spin: 707.1 kJ/mol

Results of the Mulliken charge analysis, in e, for atoms 1 through 99: C -0.435; O -0.517; H 0.168; H 0.224; H 0.252; H 0.309; C -0.572; O -0.484; H 0.236; H 0.246; H 0.274; H 0.282; C -0.546; O -0.483; H 0.265; H 0.289; H 0.195; H 0.279; C -0.516; O -0.441; H 0.212; H 0.191; H 0.276; H 0.269; C -0.413; O -0.523; H 0.198; H 0.167; H 0.270; H 0.302; C -0.388; O -0.528; H 0.223; H 0.099; H 0.274; H 0.318; C -0.338; O -0.525; H 0.275; H 0.156; H 0.131; H 0.303; C -0.532; O -0.498; H 0.228; H 0.325; H 0.178; H 0.310; C -1.414; C 0.703; C -0.836; O -0.370; C -0.577; N -0.614; H 0.348; H 0.360; H 0.375; H 0.161; H 0.320; H 0.393; H 0.228; H 0.239; H 0.260; H 0.216; H 0.208; C -1.512; C 0.691; C -0.769; O -0.273; C -0.798; N -0.569; H 0.376; H 0.370; H 0.289; H 0.138; H 0.403; H 0.359; H 0.267; H 0.310; H 0.324; H 0.228; H 0.194; C -1.463; C 0.913; C -0.698; O -0.187; C -0.779; N -0.637; H 0.353; H 0.199; H 0.385; H -0.127; H 0.382; H 0.347; H 0.287; H 0.238; H 0.305; H 0.222; H 0.269



Record 3
C5H14NO2 | ωB97M-V/def2-TZVPD

Cartesian coordinates (Å):
C1 0.893 2.459 0.336
C2 1.965 2.212 1.414
C3 -0.086 1.303 -0.128
N1 0.652 0.195 -0.784
C4 -0.315 -0.511 -1.652
C5 -0.857 -1.883 -0.981
O1 -0.992 -1.767 0.344
H1 1.386 2.711 -0.591
H2 0.184 3.251 0.538
H3 1.547 1.600 2.205
H4 2.444 3.152 1.745
H5 2.713 1.550 0.984
H6 -0.671 0.997 0.746
H7 -0.761 1.716 -0.889
H8 0.553 -0.546 0.022
H9 -1.309 0.013 -1.784
H10 0.198 -0.621 -2.585
H11 -0.170 -2.701 -1.162
H12 -1.789 -2.107 -1.453
H13 -2.457 -4.120 1.063
H14 -1.466 -3.013 1.051
O2 -1.663 -3.891 1.561

Output
* expectation value of S²: 0.754
* gap between HOMO and LUMO (alpha / beta): 10.54 / 6.86 eV
* HOMO (alpha / beta): -9.78 / -9.77 eV
* charge: 0
* strongest force on any atom: 4.3 eV/Å
* 2S+1: 2
* calculated total energy: -10993.32254 eV
* LUMO energy (alpha / beta): 0.76 / -2.91 eV
* energy above the lowest of the compared OMol25 structures with the same formula, charge and spin: 154.7 kJ/mol

Atom-resolved charges from natural (NBO), all expressed in e: C -0.396; C -0.619; C -0.218; N -0.622; C -0.244; C -0.153; O -0.288; H 0.197; H 0.195; H 0.202; H 0.218; H 0.213; H 0.176; H 0.181; H 0.365; H 0.181; H 0.212; H 0.261; H 0.189; H 0.449; H 0.462; O -0.963



Record 4
C6H5NO | ωB97M-V/def2-TZVPD

Cartesian coordinates (Å):
C1 1.691 1.429 0.999
C2 1.087 0.568 0.361
C3 0.388 -0.446 -0.178
C4 1.138 -1.269 -0.829
C5 -1.225 -0.341 -0.044
O1 -1.722 -0.465 1.319
C6 -1.235 0.919 -0.718
N1 -1.032 2.182 -1.032
H1 2.116 2.056 1.795
H2 2.297 -1.165 -0.933
H3 0.550 -1.993 -1.349
H4 -1.443 -1.327 -0.711
H5 -2.611 -0.148 1.319

Output
* SMILES string: C#CC(=C)[C@@H](O)C#N
* gap between HOMO and LUMO: 9.43 eV
* HOMO: -9.35 eV
* charge: 0
* strongest force on any atom: 13.4 eV/Å
* calculated total energy: -9834.05924 eV
* LUMO energy: 0.08 eV
* energy above the lowest of the compared OMol25 structures with the same formula, charge and spin: 496.8 kJ/mol

Atom-resolved charges from natural (NBO), all expressed in e: C -0.236; C 0.034; C -0.151; C -0.304; C -0.029; O -0.665; C 0.211; N -0.254; H 0.249; H 0.245; H 0.191; H 0.224; H 0.482



Record 5
C33H32BrFIrN5O5 | ωB97M-V/def2-TZVPD

Cartesian coordinates (Å):
Ir1 -0.743 2.309 0.656
O1 -5.911 2.873 -1.012
C1 -6.147 2.287 0.187
C2 -7.412 1.850 0.570
C3 -7.597 1.265 1.807
C4 -6.530 1.111 2.680
C5 -5.267 1.539 2.306
C6 -5.072 2.128 1.068
C7 -3.685 2.556 0.608
O2 -2.743 1.640 0.849
N1 -3.334 3.842 1.234
N2 -2.069 4.076 1.453
C8 -1.602 5.213 1.859
C9 -0.213 5.433 2.071
Br1 0.865 3.825 2.107
C10 0.334 6.676 2.114
C11 1.722 7.042 2.083
C12 2.063 8.129 1.260
C13 3.383 8.393 0.964
C14 4.389 7.619 1.527
C15 4.067 6.620 2.437
C16 2.748 6.329 2.719
H1 -6.712 2.881 -1.552
H2 -8.246 1.972 -0.106
H3 -8.581 0.931 2.093
H4 -6.681 0.653 3.644
H5 -4.418 1.401 2.957
H6 -3.772 2.761 -0.486
H7 -4.024 4.583 1.308
H8 -2.254 6.070 1.998
H9 -0.362 7.495 1.985
H10 1.276 8.712 0.806
H11 3.628 9.192 0.285
H12 5.421 7.806 1.274
H13 4.849 6.062 2.925
H14 2.508 5.586 3.462
F1 1.702 -3.826 2.312
C17 1.560 -3.382 1.047
C18 1.137 -2.092 0.872
C19 0.958 -1.570 -0.411
C20 0.629 -0.158 -0.565
O3 0.559 0.558 0.460
C21 0.476 0.279 -1.915
C22 0.588 -0.620 -2.938
N3 0.861 -1.926 -2.779
C23 0.852 -2.780 -3.937
C24 -0.268 -2.636 -4.924
C25 -0.208 -3.842 -4.041
C26 1.129 -2.417 -1.522
C27 1.587 -3.722 -1.316
C28 1.865 -4.216 -0.046
N4 2.418 -5.502 0.067
C29 3.665 -5.753 -0.636
C30 3.657 -7.214 -1.121
N5 2.689 -7.966 -0.281
C31 2.873 -7.630 1.151
C32 2.424 -6.172 1.361
C33 0.202 1.733 -2.331
O4 0.320 1.997 -3.509
O5 -0.118 2.557 -1.419
H15 0.952 -1.462 1.727
H16 0.461 -0.262 -3.951
H17 1.843 -2.990 -4.328
H18 -0.028 -2.745 -5.969
H19 -1.038 -1.907 -4.729
H20 0.056 -4.794 -4.474
H21 -0.923 -3.906 -3.235
H22 1.736 -4.354 -2.175
H23 4.518 -5.579 0.035
H24 3.769 -5.076 -1.481
H25 4.647 -7.658 -1.018
H26 3.348 -7.292 -2.164
H27 2.767 -8.974 -0.444
H28 1.742 -7.656 -0.539
H29 3.925 -7.766 1.405
H30 2.280 -8.302 1.772
H31 3.098 -5.692 2.083
H32 1.412 -6.141 1.768

Output
* gap between HOMO and LUMO (alpha / beta): 5.64 / 5.70 eV
* HOMO (alpha / beta): -11.90 / -11.90 eV
* charge: +2
* strongest force on any atom: 3.8 eV/Å
* calculated total energy: -128008.62874 eV
* LUMO energy (alpha / beta): -6.27 / -6.20 eV

Atom-resolved charges from Mulliken, all expressed in e: Ir 1.624; O -0.551; C 0.898; C -0.718; C -0.539; C -0.791; C -0.288; C -0.110; C 0.463; O -0.826; N -0.125; N -0.388; C -0.179; C 0.203; Br 0.013; C -0.482; C 0.662; C -0.547; C -0.571; C -0.469; C -0.597; C -0.447; H 0.349; H 0.319; H 0.410; H 0.396; H 0.386; H 0.311; H 0.304; H 0.398; H 0.354; H 0.342; H 0.395; H 0.400; H 0.399; H 0.632; F -0.337; C 0.368; C -0.601; C 0.663; C 1.707; O -1.295; C -0.267; C -0.511; N 0.244; C -0.338; C -0.964; C -0.426; C -0.352; C -0.686; C -0.989; N 0.147; C -0.565; C -0.765; N -0.117; C -0.757; C -0.739; C 0.479; O -0.647; O -0.740; H 0.623; H 0.783; H 0.445; H 0.271; H 0.348; H 0.303; H 0.245; H 0.824; H 0.326; H 0.481; H 0.362; H 0.427; H 0.342; H 0.383; H 0.345; H 0.379; H 0.466; H 0.512



Record 6
C2F3NOS | ωB97M-V/def2-TZVPD

Cartesian coordinates (Å):
C1 -1.551 -0.077 -1.338
C2 1.273 0.170 0.177
N1 -2.492 0.306 -1.908
O1 -0.759 -1.266 1.050
F1 1.279 1.296 -0.602
F2 2.409 -0.487 -0.044
F3 1.212 0.600 1.453
S1 -0.161 -1.126 -0.225

Output
* gap between HOMO and LUMO: 10.36 eV
* HOMO: -11.49 eV
* charge: 0
* strongest force on any atom: 2.8 eV/Å
* calculated total energy: -24596.15127 eV
* LUMO energy: -1.13 eV
* energy above the lowest of the compared OMol25 structures with the same formula, charge and spin: 60.4 kJ/mol

Atom-resolved charges from natural (NBO), all expressed in e: C -0.015; C 0.802; N -0.312; O -0.844; F -0.316; F -0.303; F -0.293; S 1.281



> What is the calculated total energy in the fourth record?

-9834.05924 eV